[1]
DFT (wB97M-V/def2-TZVPD) results for a molecular structure, C8H24ClI2IrN2OP2.

XYZ file:
```
41
Properties=species:S:1:pos:R:3
Ir -0.01355 0.22856 -0.04914
I 0.31258 1.48071 -4.23357
I -0.40609 3.26435 -2.30771
Cl -0.00086 -1.51133 -1.51752
P 2.20177 -0.10891 -0.28049
P -2.21555 -0.11953 -0.28500
O 0.01222 1.38438 1.68943
N -0.12157 -0.60353 2.91553
N 0.00903 1.44838 3.95713
C -0.03390 0.75025 2.83442
C 2.85479 -1.74676 0.23143
C 3.10622 0.96922 0.88813
C -2.82688 0.32909 -1.92767
C -2.84853 -1.76383 0.22138
C 2.83567 0.33988 -1.91973
C 0.13096 2.90100 3.88422
C -3.12913 0.95339 0.87856
H 3.94117 -1.69801 0.11285
H 3.91633 0.24461 -1.83555
H -3.90603 0.21928 -1.85498
H -0.16708 -1.04821 3.81364
H 2.45276 -0.29263 -2.71439
H -3.93379 -1.72210 0.09118
H -2.44149 -2.59459 -0.36041
H -2.43404 -0.31208 -2.71029
H -2.65041 -1.91286 1.28872
H 2.54460 1.36714 -2.13512
H 2.81480 1.99547 0.66058
H -0.73403 3.39886 4.35748
H 2.88485 0.72774 1.93352
H -2.83517 1.97945 0.65172
H 4.18098 0.84469 0.73270
H 0.15672 3.12067 2.81066
H -2.92488 0.70966 1.92715
H -2.53813 1.36033 -2.13336
H 2.46286 -2.58469 -0.34932
H -0.00610 -1.08030 2.02332
H 2.64710 -1.89014 1.29746
H 1.05542 3.25644 4.37693
H -4.19947 0.81995 0.70411
H -0.04453 0.92859 4.83594
```

As for the spin multiplicity: 5. As for the max |F|: 2.7 eV/Å. As for the expectation value of S²: 6.0172. As for the total energy: -2346.03107 Eh. As for the net charge: +2. Its LUMO energy (spin up / spin down) is -6.16 / -9.61 eV. The calculation puts the gap between HOMO and LUMO (spin up / spin down) at 6.935 / 5.076 eV. The calculation puts the HOMO energy (spin up / spin down) at -13.1 / -14.7 eV.

---

[2]
DFT (wB97M-V/def2-TZVPD) results for a molecular structure, C8H24FO8Y.

XYZ file:
```
42
Properties=species:S:1:pos:R:3
Y 3.54353 1.34379 1.07212
F 1.40600 0.47031 0.60648
O 2.36183 -3.00406 -2.33795
O -3.25556 -1.25472 1.85948
O 1.50161 -2.12699 0.15855
O 2.53141 3.14180 -0.29979
O 3.56826 0.99085 -1.41487
O -4.09173 2.80712 0.35201
O -0.50389 -1.80296 2.61269
O -1.37014 0.41863 1.13970
C 0.60423 -2.32424 -0.94334
C -3.26688 2.11213 1.28001
C 1.36693 -2.02206 -2.31006
C -2.77173 -2.36171 2.62963
C 2.90954 3.31036 -1.62525
C -1.38858 -2.83609 2.13614
C -2.02437 1.55564 0.58893
C 2.80566 1.86307 -2.19184
H 3.85739 3.84848 -1.63556
H 0.59531 -2.11995 -3.07367
H 2.59238 -3.20877 -3.24709
H 1.41981 -1.20585 0.41623
H 3.60996 0.11706 -1.81032
H 3.02635 2.01304 -3.24868
H -2.95872 2.72324 2.12835
H 2.18856 3.99106 -2.07795
H 1.72227 -1.01575 -2.53177
H -2.54678 -0.66138 1.60028
H -0.34153 -1.81344 -0.76236
H -1.26358 2.32023 0.43172
H -4.10601 2.34311 -0.48828
H 2.11153 3.94655 0.01273
H -2.91184 -2.13469 3.68648
H -1.26974 -2.76087 1.05525
H 1.77290 1.52653 -2.10107
H -1.06257 -3.74683 2.63850
H -3.47370 -3.18763 2.51471
H -0.68936 -0.99418 2.12991
H -3.88400 1.27930 1.61715
H -2.31201 1.32295 -0.43636
H 0.44074 -3.39684 -1.04775
H -0.44348 0.53377 0.91689
```

As for the spin multiplicity: 2. As for the max |F|: 3.9 eV/Å. As for the expectation value of S²: 0.7505. As for the total energy: -1058.95875 Eh. As for the net charge: +1. Its LUMO energy (spin up / spin down) is -5.02 / -5.09 eV. The calculation puts the gap between HOMO and LUMO (spin up / spin down) at 6.170 / 6.163 eV. The calculation puts the HOMO energy (spin up / spin down) at -11.2 / -11.3 eV.

---

[3]
DFT (wB97M-V/def2-TZVPD) results for a molecular structure, C8H24GeIrN3O4S.

XYZ file:
```
42
Properties=species:S:1:pos:R:3
Ir -0.02922 -0.92925 -1.66850
Ge 0.06918 -0.68715 2.79630
S 0.01538 -3.08485 -2.74690
O -0.00462 -1.90985 -3.69470
O 0.03288 -4.36365 -3.38630
O 1.20868 -2.81805 -1.86270
O -1.17412 -2.86225 -1.84370
N -2.25272 -0.00945 -1.77640
N -0.03902 1.54955 -2.08620
N 2.16608 -0.00185 -1.71570
C 1.22468 2.23615 -1.81140
C -1.73322 -0.10305 3.45540
C 2.21458 1.30675 -1.08310
C 1.26958 0.89975 3.03850
C -2.31152 1.28335 -1.11220
C 0.00638 -1.19165 0.95010
C -1.28012 2.24275 -1.74830
C 0.69078 -2.18965 3.93180
H -2.00462 0.87135 3.06150
H -0.07192 1.26115 -3.05780
H 1.27188 1.20325 4.08190
H 1.70898 -2.47545 3.69080
H -1.72562 2.70145 -2.63940
H 0.65908 -1.90965 4.98100
H 1.90958 1.18975 -0.04060
H 3.21808 1.75915 -1.11010
H 2.50468 0.02375 -2.67210
H -0.22312 -0.44895 0.16580
H -2.56362 0.03815 -2.74120
H -1.05742 3.04155 -1.03890
H -3.30822 1.74515 -1.16610
H 1.04578 3.11595 -1.18990
H -2.05842 1.12255 -0.06120
H -2.79222 -0.72825 -1.30720
H -2.50332 -0.81155 3.17140
H 2.67058 -0.72645 -1.22000
H -0.00952 -2.22735 0.66280
H 0.93048 1.74375 2.44340
H -1.71862 -0.03815 4.53890
H 0.05708 -3.05995 3.80000
H 1.69538 2.57165 -2.74040
H 2.29138 0.66935 2.75120
```

As for the max |F|: 4.2 eV/Å. As for the total energy: -3363.66186 Eh. Its LUMO energy (spin up / spin down) is -0.99 / -1.01 eV. The calculation puts the gap between HOMO and LUMO (spin up / spin down) at 5.462 / 5.414 eV. The calculation puts the HOMO energy (spin up / spin down) at -6.5 / -6.4 eV.

---

[4]
DFT (wB97M-V/def2-TZVPD) results for a molecular structure, C8H24INO6Pd.

XYZ file:
```
41
Properties=species:S:1:pos:R:3
I -2.73604 2.28451 -1.83025
Pd -1.03330 0.56175 -0.15726
O 0.65272 -2.73863 -0.65739
O -0.12966 2.49311 0.75004
O -2.21272 0.41413 1.54164
O -0.93525 1.85820 3.50996
O 0.21645 0.20494 -1.91903
O -2.01452 -1.35151 -0.86644
N 0.87061 -0.26833 0.63593
C 1.62663 -0.03858 -1.67612
C 3.26440 -0.36860 0.44702
C -1.72850 -2.50010 -0.04826
C -0.17945 -0.32409 -3.22597
C -1.00256 3.22836 1.48756
C 1.93341 0.29403 -0.19971
C -0.57536 3.11014 2.98359
C -0.64566 -3.35071 -0.75340
H 0.61542 3.09145 0.65814
H 4.14293 -0.15091 -0.16033
H -2.50728 -0.32105 2.11372
H 1.20940 -3.50912 -0.79174
H -1.24063 -0.21763 -3.45104
H -1.43683 1.36849 2.85407
H -1.42843 -2.26274 0.97238
H 3.15295 -1.44977 0.52920
H -1.00196 3.91379 3.58379
H 2.29268 0.51469 -2.33822
H 3.53208 0.08694 1.40040
H -0.52397 -4.32910 -0.28860
H 2.00281 1.37430 -0.07201
H 1.04104 -0.23744 1.63097
H 0.83265 -1.26964 0.50932
H -0.88474 4.25792 1.14958
H 0.07672 -1.38351 -3.23628
H -0.92723 -3.46109 -1.80061
H -2.38889 -1.63171 -1.70485
H 0.48706 3.29764 3.13916
H -2.03832 2.95369 1.28792
H 0.35133 0.01397 -4.11596
H -2.63635 -3.09690 0.03983
H 1.90629 -1.06085 -1.93079
```

As for the spin multiplicity: 4. As for the max |F|: 3.7 eV/Å. As for the expectation value of S²: 3.7574. As for the total energy: -1250.60371 Eh. As for the net charge: +1. Its LUMO energy (spin up / spin down) is -2.39 / -6.61 eV. The calculation puts the gap between HOMO and LUMO (spin up / spin down) at 9.326 / 5.208 eV. The calculation puts the HOMO energy (spin up / spin down) at -11.7 / -11.8 eV.

---

[5]
DFT (wB97M-V/def2-TZVPD) results for a molecular structure, C8H24LiN2O3.

XYZ file:
```
38
Properties=species:S:1:pos:R:3
O 1.04252 0.29620 -1.24281
O 0.69461 1.30173 0.48530
O -0.51450 0.25593 1.50004
N 1.52936 -0.89925 -0.17719
N -1.48066 0.50218 0.19466
C -1.21062 0.88022 2.55553
C 0.20392 -0.86921 1.96161
C 2.19659 0.40231 -2.09470
C -1.39272 0.53495 -1.28950
C -0.03335 1.19004 -1.71007
C 1.19538 -3.01951 0.85586
C 0.60222 -1.66031 0.68325
C -2.60962 1.18375 -1.91289
Li 0.18827 0.11880 0.02004
H -2.04471 1.54464 2.32987
H -0.24924 -1.56182 2.67085
H -1.68391 1.40915 0.58988
H -0.03034 1.32204 -2.79204
H 2.96390 -0.34499 -1.89254
H 0.14313 2.17279 -1.27285
H 1.82827 -1.61761 -0.82117
H -2.58403 2.25769 -1.72827
H 0.39966 -3.65231 1.24891
H 2.65539 1.34645 -1.80108
H -2.63783 0.99156 -2.98545
H -0.24689 -1.70631 0.00134
H -2.34868 0.02069 0.38126
H 1.45443 -3.46020 -0.10684
H 1.98313 -3.13949 1.59961
H 1.52133 1.25983 0.96595
H -0.64203 1.42575 3.30867
H 1.10790 -0.52900 2.46676
H -1.76269 0.07789 3.04501
H 0.19219 1.98378 0.93097
H 2.38554 -0.70524 0.32223
H -3.45606 0.71247 -1.41337
H -1.27582 -0.45556 -1.72920
H 1.91595 0.43011 -3.14758
```

As for the max |F|: 18.6 eV/Å. As for the total energy: -661.13755 Eh. As for the net charge: +1. Its LUMO energy is -2.79 eV. The calculation puts the gap between HOMO and LUMO at 7.128 eV. The calculation puts the HOMO energy at -9.9 eV.

---

[6]
DFT (wB97M-V/def2-TZVPD) results for 8 unconnected molecules or ions with the total composition C8H24N8O16.

XYZ file:
```
56
Properties=species:S:1:pos:R:3
O 4.81246 1.51873 -2.95587
O -1.45580 -1.10050 -0.79635
O 4.19852 2.33964 5.54299
O 3.41566 -8.19136 1.17955
O 3.18107 4.20259 5.05245
O 5.86012 1.55818 -4.88000
O 5.19192 -7.50636 0.17005
O -4.33028 6.09222 -3.89544
O -2.06889 4.80288 5.71944
O -2.73240 -0.78566 -8.41917
O -1.67813 -0.41923 -6.60330
O -3.05124 -1.75019 0.56813
O -3.53334 -9.09642 6.71241
O -3.30669 6.11459 4.43118
O -2.55097 6.28934 -2.68718
O -4.39114 -7.16424 6.37661
N 5.04177 1.07540 -4.09028
N 4.18119 -7.31555 0.85310
N -3.12393 6.18021 -3.77272
N 3.59146 3.09927 4.76271
N -2.60159 5.87952 5.43633
N -1.85831 -1.08165 -7.58261
N -2.35687 -0.86569 0.04184
N -3.62001 -8.05342 6.07604
C 3.52194 2.68189 3.34065
C -2.30675 6.33435 -5.02999
C -2.57628 0.60994 0.31866
C -2.81061 -7.88352 4.90038
C 4.17907 0.00540 -4.55521
C 3.92850 -5.90944 1.24817
C -0.96230 -2.19816 -7.84725
C -2.38437 6.98692 6.39786
H -3.28528 7.01405 7.01082
H -1.48962 -2.85469 -8.53936
H -2.64327 5.52524 -5.67821
H 4.07251 3.42239 2.76047
H 3.32291 -0.19100 -3.90982
H 4.83948 -5.38905 1.54385
H -2.58502 1.22940 -0.57817
H -2.17609 7.88111 5.81039
H -1.46855 6.85991 6.97513
H 3.55546 -5.31400 0.41487
H 4.71645 -0.88860 -4.87154
H -3.47606 0.67999 0.92988
H 4.01337 1.70973 3.37954
H -3.39257 -8.35289 4.10721
H 2.46086 2.72240 3.09454
H -0.01855 -1.83228 -8.25172
H -0.83910 -2.59280 -6.83870
H -1.80693 -8.25999 5.09784
H -1.22414 6.36366 -4.90667
H -2.78661 -6.80992 4.71358
H 3.12322 -5.79467 1.97374
H -1.58502 0.72708 0.75659
H 3.90887 0.42798 -5.52294
H -2.64012 7.26730 -5.48450
```

As for the max |F|: 3.7 eV/Å. As for the total energy: -1960.26177 Eh. As for the structure (SMILES): C[N+](=O)[O-].C[N+](=O)[O-].C[N+](=O)[O-].C[N+](=O)[O-].C[N+](=O)[O-].C[N+](=O)[O-].C[N+](=O)[O-].C[N+](=O)[O-]. Its LUMO energy is -0.29 eV. The calculation puts the gap between HOMO and LUMO at 10.698 eV. The calculation puts the HOMO energy at -11.0 eV.